1.
C46H53FN12O3PSSr | wB97M-V/def2-TZVPD

Structure (XYZ):
```
118
Properties=species:S:1:pos:R:3:forces:R:3
Sr 11.3386 16.1646 12.9730 0.3 -0.3 -0.3
C 10.3990 20.8945 10.5289 0.2 -0.4 1.4
C 10.8562 19.7214 11.3503 0.6 0.2 -0.2
N 10.3350 18.5581 11.3393 -0.6 -0.9 0.1
N 9.2483 18.3170 10.4835 1.0 1.4 -0.8
C 8.6959 17.0496 10.3878 0.7 0.5 1.0
N 8.2143 16.7136 9.2037 0.0 0.4 -1.9
S 8.5929 15.9788 11.6503 -0.1 0.1 0.4
C 12.1637 19.8955 12.0989 -0.8 -0.6 -0.2
C 12.7486 21.1564 12.1963 -0.3 -0.3 0.3
C 13.8960 21.3096 12.9368 0.0 0.0 -0.7
C 14.4770 20.1735 13.4679 0.6 0.3 0.2
C 13.8623 18.9503 13.3150 -0.8 -0.9 -0.5
N 12.7038 18.7881 12.6285 0.7 0.5 0.7
H 9.4002 20.7961 10.2260 -1.3 -0.4 -1.0
H 11.0972 21.0489 9.7431 0.4 0.3 -1.0
H 10.3236 21.7937 11.1132 0.4 0.4 0.5
H 9.3011 18.9472 9.6464 -0.5 -1.2 0.9
H 8.5797 17.1689 8.3407 -0.7 -0.7 1.0
H 7.8429 15.7675 9.1493 0.1 0.5 -0.2
H 12.3089 22.0311 11.7647 -0.3 0.1 -0.2
H 14.3244 22.3069 12.9545 0.3 -0.3 0.4
H 15.4455 20.2504 13.9298 0.1 -0.1 0.4
H 14.3014 18.0145 13.7081 -0.2 0.8 -0.1
C 8.9755 8.0809 13.8088 0.0 -0.6 0.4
C 8.1086 9.3136 13.7149 -0.4 -0.3 0.4
C 6.8646 9.1998 14.5555 -1.9 0.0 0.0
C 7.1007 9.3736 16.0566 -0.2 -0.6 -0.4
C 7.9110 10.5680 16.3509 0.2 0.4 1.1
C 7.8665 11.1844 17.6055 0.6 0.2 -2.2
C 8.5329 12.4013 17.7299 -0.5 -1.1 0.9
F 8.3528 12.9277 18.9423 0.3 1.1 0.6
C 9.2915 13.0122 16.7754 -1.0 -1.8 -0.1
C 9.4170 12.3612 15.5566 -1.2 -1.1 -0.6
C 10.1148 13.0047 14.4384 0.0 0.0 0.3
O 10.7015 14.0834 14.6225 0.4 1.4 0.3
C 10.1176 12.3433 13.2042 -0.2 -1.0 -1.0
C 9.4897 11.1208 13.1062 0.8 0.5 0.2
N 8.7950 10.5637 14.0942 -0.1 -0.8 -0.8
C 8.6896 11.1376 15.3503 1.3 1.5 -0.4
C 10.7613 12.8209 11.9079 -0.1 -0.1 -0.1
O 10.7970 12.0109 10.9844 0.1 -0.1 -0.2
O 11.1847 14.0150 11.8451 0.3 0.5 0.4
H 8.3817 7.1789 13.5071 0.5 0.8 0.4
H 9.3619 7.9863 14.8308 -0.1 -0.3 -0.2
H 9.8272 8.1395 13.1461 0.3 0.1 -0.2
H 7.8116 9.3917 12.6718 -0.1 0.4 0.0
H 6.4449 8.1793 14.4213 0.0 0.8 -0.2
H 6.1147 9.9628 14.1948 0.6 -0.8 0.4
H 7.5823 8.4513 16.3862 0.1 0.1 0.4
H 6.1691 9.4957 16.6160 -0.1 -0.4 -0.3
H 7.2694 10.8100 18.4153 -0.1 -0.1 0.2
H 9.6820 13.9510 16.9216 1.0 1.9 0.4
H 9.6300 10.5186 12.2037 -0.3 0.5 0.2
N 12.2703 16.1104 15.6158 0.0 0.3 -0.3
C 12.6960 17.2249 16.3092 0.5 1.8 0.2
C 13.9627 17.2864 16.9061 0.5 -0.6 -0.1
C 14.4434 18.4510 17.5093 -1.5 0.1 -0.4
C 13.6136 19.5860 17.5251 -0.2 -0.5 0.0
C 12.3386 19.5256 16.9648 0.7 -0.5 -0.3
C 11.8763 18.3811 16.3068 0.3 0.0 0.0
P 10.3147 18.2925 15.3259 0.8 0.1 0.0
C 9.2082 17.6597 16.5974 0.5 0.5 0.5
C 9.4058 17.9737 17.9388 0.0 0.8 0.1
C 8.6339 17.4087 18.9243 -0.4 -0.8 0.4
C 7.6943 16.4275 18.6003 0.4 0.2 -1.4
C 7.4914 16.1589 17.2320 -0.7 -1.4 1.5
C 8.2085 16.7833 16.2651 0.4 -0.1 -1.5
C 9.8126 20.0232 15.2064 -0.5 0.8 0.0
C 8.4733 20.3260 15.4328 -0.9 0.4 -0.2
C 7.9514 21.6251 15.2919 1.0 0.0 0.3
C 8.8460 22.6255 14.9354 1.1 1.6 -0.2
C 10.2367 22.3757 14.6873 -2.3 -1.5 0.5
C 10.6829 21.0585 14.8266 -0.6 0.4 -0.3
H 12.9419 15.3612 15.5851 -0.1 -0.6 0.1
H 11.3579 15.8293 15.9091 -0.5 -0.8 0.1
H 14.6091 16.3771 16.8670 -0.6 0.8 0.1
H 15.3847 18.4178 18.0064 0.6 0.2 0.1
H 13.8662 20.5509 17.9449 0.5 -0.2 0.2
H 11.7817 20.4429 16.9896 -0.5 0.1 -0.1
H 10.1139 18.7367 18.2515 0.1 -0.3 -0.2
H 8.8419 17.6649 19.9509 -0.1 0.0 0.2
H 7.2000 15.8202 19.3326 -0.2 0.0 0.3
H 6.9004 15.3057 16.9064 -0.4 0.3 0.3
H 8.0530 16.5328 15.2101 0.0 0.0 0.3
H 7.7518 19.5518 15.6837 0.3 0.0 0.1
H 6.9154 21.8588 15.5629 0.4 -0.2 -0.3
H 8.5521 23.7077 14.8873 0.0 -1.3 0.0
H 10.8573 23.1881 14.3873 0.5 0.3 -0.1
H 11.6945 20.8066 14.6106 0.7 0.0 0.0
C 13.5703 14.7633 9.8130 2.3 0.8 -0.4
N 13.7741 14.3961 8.4082 -0.5 -0.8 -0.1
C 12.4042 14.2115 7.8027 1.7 -0.7 0.5
N 11.7510 15.4843 7.8169 -2.3 0.1 -0.4
C 11.4968 15.7782 9.2208 0.9 0.4 -0.1
N 12.8022 15.9928 9.9468 -0.8 0.7 -0.1
C 13.5188 17.0637 9.2295 -1.3 0.1 -1.4
N 13.7737 16.7563 7.7699 0.1 -0.3 0.7
C 14.4718 15.4723 7.6999 -0.2 -0.2 -1.2
C 12.4605 16.5080 7.0905 0.9 1.4 1.6
H 14.6263 14.9476 10.2186 -1.3 -0.2 -0.2
H 13.0790 14.0091 10.3893 -0.3 -0.8 0.1
H 11.8835 13.4519 8.4284 0.1 0.6 -0.4
H 12.5134 13.7917 6.8058 0.0 0.2 -0.2
H 11.0189 14.8756 9.6107 -0.1 0.5 0.4
H 10.8752 16.6860 9.3464 0.4 -0.5 -0.1
H 14.4309 17.3109 9.7558 0.4 0.0 -0.1
H 12.8546 17.9415 9.2047 0.3 0.0 0.3
H 15.5111 15.5592 7.9899 0.2 0.0 0.7
H 14.5276 15.2454 6.6118 -0.1 -0.3 0.6
H 12.5921 16.2679 6.0363 0.2 -0.3 0.1
H 11.9936 17.5149 7.1239 -0.5 -0.7 0.1
N 13.8368 14.0022 14.1534 0.3 -0.4 0.1
N 13.9612 15.1284 13.3049 -0.9 1.1 1.5
H 14.6326 13.3819 14.0397 -0.2 -0.2 0.0
H 12.9788 13.5173 13.9258 -0.1 -0.1 0.0
H 14.2315 14.9553 12.3816 0.6 -0.7 -1.6
H 14.6365 15.7254 13.7526 0.2 0.3 -0.2
```
Positions in Å, forces in eV/Å.

Properties
* E_LUMO: -2.625 eV
* DFT total energy: -3537.55550 Ha
* spin multiplicity: 1
* charge: +1

Mulliken atomic charge list, values in e, 8 entries: atom 1 (Sr): 0.5033, atom 2 (C): -2.4052, atom 3 (C): 0.2338, atom 4 (N): 1.0506, atom 5 (N): -0.7332, atom 6 (C): -0.2020, atom 7 (N): -0.3020, atom 8 (S): -0.2102


2.
C4H6N2O | wB97M-V/def2-TZVPD

Structure (XYZ):
```
13
Properties=species:S:1:pos:R:3:forces:R:3
C 0.6034 -0.4216 -2.0728 -0.6 -0.3 0.5
C -0.0280 -0.3651 -0.5538 -0.3 0.3 1.1
C -1.0831 -0.6161 0.5661 1.9 -0.3 -1.2
C -0.5880 0.1673 1.6225 0.3 0.2 -0.4
O -1.1337 0.2793 2.8752 -0.3 -0.1 -0.3
N 0.5248 0.8184 1.3478 -0.1 0.2 0.3
N 0.7926 0.4816 0.0980 0.1 0.3 0.1
H 1.5104 0.2279 -2.1347 -0.7 -0.3 0.7
H -0.0117 -0.0104 -2.8865 -0.4 -0.3 0.6
H 0.9908 -1.3838 -2.4373 -0.6 -0.1 0.6
H -1.8289 -1.3602 0.9549 0.6 0.6 -1.8
H -1.4692 1.1808 2.9790 0.2 -0.2 0.0
H 1.6074 0.9093 -0.3092 -0.1 0.0 -0.1
```
Positions in Å, forces in eV/Å.

Properties
* E_LUMO: 0.793 eV
* SMILES: Cc1cc(O)n[nH]1
* DFT total energy: -340.68914 Ha
* spin multiplicity: 1
* charge: 0

Mulliken atomic charge list, values in e, 8 entries: atom 1 (C): -0.8598, atom 2 (C): 0.3421, atom 3 (C): -0.5652, atom 4 (C): 0.5010, atom 5 (O): -0.5093, atom 6 (N): -1.0512, atom 7 (N): 0.5156, atom 8 (H): 0.2536


3.
C7H11N | wB97M-V/def2-TZVPD

Structure (XYZ):
```
19
Properties=species:S:1:pos:R:3:forces:R:3
C -2.2780 -0.4103 -0.1647 -5.5 -3.8 -1.6
C -0.9749 0.0084 -0.1093 4.2 4.4 -2.1
C 0.0363 -0.2686 0.9810 -2.7 0.8 1.7
C 0.9639 0.1709 -0.1402 1.6 -3.6 -1.8
C 2.2268 -0.6005 -0.0791 4.0 0.2 0.7
C 0.6956 1.6028 -0.3663 4.6 3.2 2.6
C -0.5600 1.6489 -0.1410 -3.0 -3.6 -1.8
H -2.6660 -0.6700 -1.2782 0.4 1.9 2.3
H -2.9947 -0.0645 0.6389 0.6 0.3 -1.4
H -2.2495 -1.4715 0.0735 0.1 -0.6 0.6
H -0.2176 0.7110 1.5312 1.1 -2.6 1.7
H -0.0129 -1.4065 1.3807 0.5 2.9 -0.7
H 3.1032 0.4159 0.0821 -1.9 -3.8 -0.3
H 2.0042 -1.3781 1.1721 1.8 2.1 -4.4
H 2.5666 -1.3354 -1.3128 -1.1 2.3 4.2
H 0.1199 -1.4945 -1.0073 -0.1 2.2 -0.7
H 1.3719 2.5216 -0.0040 -1.1 -2.2 -1.5
H -1.1849 2.4366 -0.0446 -2.0 2.3 0.4
N 0.0501 -0.4160 -1.2120 -1.4 -2.3 1.9
```
Positions in Å, forces in eV/Å.

Properties
* E_LUMO: 0.818 eV
* DFT total energy: -327.72528 Ha
* spin multiplicity: 1
* charge: 0

Mulliken atomic charge list, values in e, 8 entries: atom 1 (C): -1.5005, atom 2 (C): 0.6617, atom 3 (C): -0.5377, atom 4 (C): 0.8857, atom 5 (C): -0.9909, atom 6 (C): -0.3523, atom 7 (C): -0.9427, atom 8 (H): 0.3052


Here are the calculated molar mass numbers, same order: 991.67 98.10 109.17 (g/mol).
Here are the calculated ΔE to the lowest compared entry with this formula, charge and spin numbers, same order: 0.00 66.37 227.60 (kcal per mole).
Here are the calculated gap between HOMO and LUMO numbers, same order: 7.5 9.7 10.0 (eV).